# 1
C35H31Cl5IrN11O3S3 | ωB97M-V/def2-TZVPD

Properties
<S²>: 0.8406
LUMO (alpha / beta) (eV): -3.91 / -3.82
ΔE to the lowest compared entry with this formula, charge and spin (kcal/mol): 0.00
Total charge: +1
Largest force on an atom (eV/Å): 2.9
Electronic energy (eV): -157280.8601
Spin multiplicity: 2

Geometry as XYZ:
```
89
C35H31Cl5IrN11O3S3 ωB97M-V/def2-TZVPD
Ir -0.1443 1.1131 -0.5820
N 5.7203 5.8742 -0.8776
C 5.1787 4.6635 -0.5860
C 5.0134 4.2487 0.7471
C 4.4009 3.0488 1.0382
C 3.9811 2.2360 -0.0018
C 4.1175 2.6314 -1.3209
C 4.7209 3.8305 -1.6199
S 3.1675 0.6867 0.2963
O 3.7772 -0.0662 1.3504
O 2.9565 0.0373 -0.9791
N 1.6626 1.1679 0.7008
C 1.1157 1.4454 1.8727
N 1.7845 1.8495 2.9472
C 1.0909 2.0486 4.0501
C -0.2906 1.9031 4.1130
C -0.9252 1.5362 2.9337
N -0.2405 1.3002 1.8343
H 6.1453 6.4288 -0.1559
H 5.9316 6.1092 -1.8320
H 5.3763 4.8774 1.5460
H 4.2414 2.7285 2.0557
H 3.7542 1.9660 -2.0868
H 4.8534 4.1334 -2.6469
H 1.6628 2.3457 4.9171
H -0.8388 2.0724 5.0229
H -1.9991 1.4153 2.8700
C 0.8643 0.9349 -6.0926
C -0.3809 0.9375 -5.3034
N -1.5783 0.9638 -5.7828
N -2.4127 0.9481 -4.7266
C -1.7509 0.9102 -3.5535
S -2.4777 0.8324 -2.0581
N -0.4230 0.8958 -3.9164
N 0.6369 0.9377 -3.0251
H 0.6023 0.9351 -7.1461
H 1.4607 0.0479 -5.8803
H 1.4626 1.8198 -5.8790
H -3.4138 0.9863 -4.8429
H 1.2491 0.1248 -3.0787
H 1.1836 1.7945 -3.1403
Cl -0.9965 -8.1669 6.3065
C -1.1446 -7.0077 5.0481
C -1.3252 -7.4242 3.7365
C -1.4132 -6.4787 2.7347
C -1.3215 -5.1193 3.0100
C -1.3430 -4.1198 1.8776
C -0.0520 -4.2488 1.0365
N -0.0417 -3.1950 0.0607
C -0.4209 -3.2915 -1.2434
C -0.4738 -2.0164 -1.7229
N -0.1494 -1.1480 -0.7239
C 0.1047 -1.8876 0.3320
O -2.4244 -4.2866 0.9855
C -3.5991 -3.5983 1.3682
C -4.6035 -3.7106 0.2676
C -5.9213 -4.0391 0.4380
Cl -6.7026 -4.3916 1.9128
S -6.8022 -4.0492 -1.0525
C -5.3766 -3.6207 -1.9095
C -4.3032 -3.4719 -1.0943
C -1.1681 -4.7255 4.3363
Cl -1.0670 -3.0504 4.7619
C -1.0777 -5.6575 5.3560
H -1.3881 -8.4750 3.5075
H -1.5573 -6.7890 1.7120
H -1.3751 -3.1022 2.2929
H -0.0481 -5.2130 0.5258
H 0.8229 -4.1750 1.6864
H -0.6152 -4.2331 -1.7127
H -0.7325 -1.6853 -2.7091
H 0.4124 -1.5131 1.2878
H -3.3617 -2.5340 1.5355
H -4.0063 -4.0089 2.3004
H -5.4213 -3.5016 -2.9736
H -3.3183 -3.2064 -1.4278
H -0.9541 -5.3352 6.3767
Cl -1.5432 4.3254 1.3981
C -0.6081 5.1122 0.2040
C -0.4000 6.4680 0.2468
C 0.3639 7.0937 -0.7318
C 0.9685 6.3457 -1.7405
C 0.7682 4.9943 -1.7961
Cl 1.5078 4.0789 -3.0389
C -0.0589 4.2838 -0.8510
N -0.3036 3.0329 -0.9396
H -0.8391 7.0475 1.0441
H 0.4887 8.1617 -0.7187
H 1.5843 6.8323 -2.4815
```

Results of the Löwdin charge analysis, in e, for atoms 1 through 6:
1 Ir 1.205
2 N 0.120
3 C -0.315
4 C -0.014
5 C -0.054
6 C -0.294

***

# 2
C35H31NO25PS | ωB97M-V/def2-TZVPD

Properties
LUMO (eV): -4.59
Total charge: +1
Largest force on an atom (eV/Å): 1.9
Electronic energy (eV): -109587.5535

Geometry as XYZ:
```
94
C35H31NO25PS ωB97M-V/def2-TZVPD
C 1.1473 -3.2200 -0.6167
C 0.6284 -1.8441 -0.9702
O -0.7585 -1.7967 -0.6238
C -1.2751 -0.4859 -0.6392
C -2.2831 -0.3469 0.4665
O -3.7041 -0.3443 0.0786
S -4.1586 -1.4791 -0.9054
O -5.7022 -0.9913 -1.2139
C -5.7950 -0.3654 -2.3614
N -5.8641 -0.0926 -3.4800
P -4.3107 -3.4400 0.2164
O -5.3071 -4.2203 -0.7533
O -5.2278 -3.1105 1.4620
H 0.3098 -3.9003 -0.6626
H 1.5134 -3.2566 0.3943
H 1.8939 -3.5362 -1.3210
H 0.7251 -1.6963 -2.0340
H 1.1865 -1.1010 -0.4171
H -0.4764 0.1924 -0.3805
H -1.6465 -0.1745 -1.6140
H -2.1358 0.6187 0.9145
H -2.0942 -1.0741 1.2372
H -4.9835 -4.2076 -1.6656
H -6.0056 -3.6905 1.4852
C -3.2183 -3.3789 -5.5021
C -2.2222 -3.4030 -4.6143
C -0.7886 -3.5791 -5.0282
O 0.0518 -3.5753 -4.1479
C -0.4924 -3.7531 -6.4332
C -1.4874 -3.7305 -7.3337
C -2.9211 -3.5281 -6.9242
O -3.7666 -3.5024 -7.7896
O -1.2868 -3.8802 -8.6274
O -2.4163 -3.2800 -3.2956
H -4.2540 -3.2509 -5.2185
H 0.5408 -3.8976 -6.7130
H -2.1605 -3.8209 -9.0577
H -1.5291 -3.3233 -2.8864
C 0.2481 -0.2199 3.3618
C 0.4094 -0.2969 4.6968
C 0.9827 0.8579 5.4865
O 1.0805 0.7283 6.6866
C 1.3825 2.0526 4.7633
C 1.2222 2.1211 3.4335
C 0.6277 0.9788 2.6525
O 0.5001 1.1130 1.4433
O 1.5660 3.1897 2.7334
O 0.0873 -1.3594 5.3905
H -0.1553 -1.0412 2.7851
H 1.8035 2.8665 5.3360
H 1.3564 3.0442 1.7824
H 0.2983 -1.1904 6.3445
C 4.5388 6.2756 0.1322
C 3.9394 5.1088 0.4014
C 2.5890 4.7612 -0.1666
O 2.1197 3.6665 0.1128
C 1.9171 5.7334 -0.9979
C 2.5134 6.9029 -1.2623
C 3.8755 7.2450 -0.7244
O 4.3499 8.3193 -1.0292
O 1.9549 7.8369 -2.0143
O 4.4832 4.1836 1.1773
H 5.5086 6.5356 0.5311
H 0.9458 5.4828 -1.3790
H 2.5920 8.5761 -2.0497
H 3.8490 3.4463 1.2156
C 0.8041 -4.4355 7.8675
C 0.9374 -5.5579 8.5906
C 0.9539 -5.5366 10.0979
O 1.0596 -6.5997 10.6720
C 0.8461 -4.2536 10.7698
C 0.7168 -3.1343 10.0453
C 0.6752 -3.1649 8.5432
O 0.5359 -2.1000 7.9632
O 0.6165 -1.9322 10.5872
O 1.0606 -6.7524 8.0500
H 0.7886 -4.4381 6.7869
H 0.8751 -4.2456 11.8497
H 0.5354 -1.2985 9.8512
H 1.1379 -7.3816 8.7935
C 1.2995 3.0499 -5.1071
C 1.3205 2.8162 -6.4268
C 0.8941 3.8557 -7.4294
O 0.9600 3.5582 -8.6047
C 0.4300 5.1386 -6.9371
C 0.4085 5.3745 -5.6180
C 0.8530 4.3400 -4.6185
O 0.8127 4.6419 -3.4394
O 0.0033 6.5211 -5.1004
O 1.7119 1.6713 -6.9546
H 1.6062 2.3111 -4.3797
H 0.1147 5.8737 -7.6636
H 0.0988 6.4434 -4.1333
H 1.6326 1.7837 -7.9227
```

Results of the Löwdin charge analysis, in e, for atoms 1 through 6:
1 C -0.049
2 C -0.243
3 O -0.171
4 C -0.219
5 C -0.144
6 O -0.347

***

# 3
C35H32BF3I2N5O6SSbSe4V | ωB97M-V/def2-TZVPD

Properties
<S²>: 0.7565
LUMO (alpha / beta) (eV): -1.83 / -2.20
ΔE to the lowest compared entry with this formula, charge and spin (kcal/mol): 0.00
Largest force on an atom (eV/Å): 1.7
Electronic energy (eV): -386028.7330
Spin multiplicity: 2

Geometry as XYZ:
```
91
C35H32BF3I2N5O6SSbSe4V ωB97M-V/def2-TZVPD
V -0.3752 0.6901 -1.2620
I -4.4419 0.6344 6.1540
C -2.9596 -0.0848 4.8743
C -3.2416 -1.1497 4.0372
C -2.2569 -1.5732 3.1618
I -2.5844 -3.2780 2.0041
C -1.0277 -0.9272 3.0948
O -0.1533 -1.3332 2.1081
C -0.7298 0.1226 3.9621
C 0.6422 0.7629 4.0730
N 1.2917 1.2308 2.8469
C 1.3455 2.6751 2.6194
C 0.0203 3.3724 2.4471
C -0.0013 4.7355 2.1581
C -1.2216 5.3598 1.9919
C -2.3847 4.6142 2.1400
C -2.2600 3.2705 2.4357
N -1.0831 2.6570 2.5737
C -1.7156 0.5184 4.8582
H -4.2027 -1.6429 4.0612
H 0.5745 1.5643 4.8158
H 1.2950 -0.0001 4.5094
H 2.2549 0.9238 2.8986
H 1.8960 3.2033 3.4133
H 1.9168 2.8347 1.6993
H 0.9265 5.2852 2.0502
H -1.2699 6.4126 1.7450
H -3.3631 5.0585 2.0191
H -3.1399 2.6454 2.5598
H -1.5098 1.3456 5.5253
C -5.0968 -2.4506 -2.1688
C -4.8412 -1.7496 -0.9993
C -3.5732 -1.2422 -0.7577
C -2.5682 -1.4717 -1.6786
C -2.8068 -2.1777 -2.8530
C -4.0826 -2.6549 -3.0961
N -1.2641 -0.9728 -1.3761
N -0.3011 -1.6892 -1.8305
C 0.9858 -1.3179 -1.4867
C 2.0201 -1.9911 -2.1503
C 3.3167 -1.6942 -1.8149
C 3.5694 -0.7261 -0.8333
C 2.5064 -0.0812 -0.2577
N 1.2268 -0.3611 -0.5687
H -6.0910 -2.8315 -2.3630
H -5.6213 -1.5838 -0.2666
H -3.3642 -0.6994 0.1565
H -2.0042 -2.3328 -3.5589
H -4.2864 -3.1900 -4.0141
H 1.7583 -2.7153 -2.9071
H 4.1377 -2.1931 -2.3119
H 4.5775 -0.4608 -0.5520
H 2.6350 0.7000 0.4739
Se -5.3663 1.1325 1.5364
Sb -4.8632 2.3215 -0.4407
Se -4.9255 4.6186 -0.9518
Se -5.4237 1.3681 -2.6651
Se -2.0796 1.9767 -0.7614
C 4.5738 -5.8018 6.0618
C 5.1786 -5.6071 4.6695
C 6.4838 -4.8104 4.8081
C 5.4930 -6.9940 4.0896
C 4.2366 -4.8382 3.7400
C 4.4791 -4.8283 2.3640
C 3.6883 -4.1199 1.4613
C 2.6362 -3.4110 1.9859
O 1.7011 -2.6340 1.3358
B 0.8792 -2.1634 2.3541
O 1.2784 -2.6199 3.6046
C 2.3836 -3.4059 3.3457
C 3.1573 -4.1030 4.2423
H 5.2484 -6.4066 6.6693
H 3.6110 -6.3149 6.0127
H 4.4335 -4.8529 6.5825
H 7.1843 -5.3376 5.4604
H 6.2925 -3.8244 5.2360
H 6.9609 -4.6706 3.8365
H 6.0293 -7.5916 4.8288
H 6.1248 -6.9332 3.2029
H 4.5782 -7.5244 3.8201
H 5.3141 -5.3929 1.9716
H 3.8862 -4.1323 0.3979
H 2.9154 -4.0772 5.2946
F -0.6539 3.8055 -3.8237
C 0.5536 3.3879 -4.1781
F 0.5425 3.0231 -5.4560
F 1.4333 4.3752 -4.0104
S 1.0610 1.9640 -3.1314
O 0.9922 2.4199 -1.7398
O 2.3137 1.5034 -3.6252
O -0.0625 0.9949 -3.2701
```

Results of the Löwdin charge analysis, in e, for atoms 1 through 6:
1 V 0.489
2 I 0.871
3 C -0.729
4 C -0.232
5 C -0.588
6 I 1.063

***

# 4
C35H32IrN5O2 | ωB97M-V/def2-TZVPD

Properties
<S²>: 8.7913
LUMO (alpha / beta) (eV): -3.41 / -4.09
ΔE to the lowest compared entry with this formula, charge and spin (kcal/mol): 0.00
Total charge: +1
Largest force on an atom (eV/Å): 0.8
Electronic energy (eV): -51189.3511
Spin multiplicity: 6

Geometry as XYZ:
```
75
C35H32IrN5O2 ωB97M-V/def2-TZVPD
Ir -0.0140 0.4236 -0.9362
C -4.4419 -0.0979 -0.4148
C -4.9898 0.5672 -1.5011
C -4.1434 1.0802 -2.4670
C -2.7698 0.9288 -2.3265
N -2.2498 0.3073 -1.2535
C -3.0655 -0.1995 -0.3330
C -1.7904 1.3838 -3.3231
C -2.1074 1.9864 -4.5367
C -1.0852 2.3180 -5.4053
C 0.2294 2.0268 -5.0683
C 0.4774 1.4290 -3.8432
N -0.5172 1.1444 -3.0007
C 1.8174 0.9740 -3.4063
C 3.0030 1.5135 -3.8769
C 4.2030 0.9605 -3.4559
C 4.1751 -0.1475 -2.6266
C 2.9461 -0.6177 -2.1917
N 1.7955 -0.0451 -2.5333
H -5.0627 -0.5304 0.3565
H -6.0619 0.6710 -1.5959
H -4.5486 1.5985 -3.3243
H -2.5884 -0.7270 0.4840
H -3.1334 2.1873 -4.8083
H -1.3065 2.7816 -6.3569
H 1.0329 2.2406 -5.7583
H 2.9948 2.3625 -4.5479
H 5.1439 1.3862 -3.7770
H 5.0866 -0.6338 -2.3098
H 2.8802 -1.4853 -1.5470
C -3.6845 -2.1184 2.8179
C -2.3705 -2.8435 3.1315
C -2.6367 -4.3493 3.2751
C -1.7786 -2.2946 4.4391
C -1.3860 -2.6500 2.0504
C -0.5688 -2.6637 1.1714
H -4.4139 -2.3183 3.6047
H -4.0964 -2.4685 1.8693
H -3.5324 -1.0374 2.7704
H -3.3135 -4.5291 4.1126
H -1.7052 -4.8841 3.4580
H -3.0898 -4.7486 2.3673
H -2.4195 -2.5751 5.2769
H -1.7053 -1.2062 4.4105
H -0.7830 -2.7020 4.6130
C 0.4760 3.9094 -1.4428
C 0.2277 3.5332 -0.0343
C 0.3476 4.3829 1.1145
C 0.0706 3.6036 2.1954
C -0.2094 2.2923 1.6886
C -0.5394 1.0955 2.4888
N -0.1303 2.2872 0.3364
H 0.7237 4.9651 -1.5223
H -0.4034 3.7001 -2.0566
H 1.3082 3.3179 -1.8356
H 0.6185 5.4262 1.0934
H 0.0661 3.8818 3.2370
H -1.0161 1.3820 3.4254
H 0.3806 0.5554 2.7331
H -1.1750 0.4087 1.9300
O 0.3955 -2.6393 0.2649
C 1.4459 -1.8083 0.6129
N 1.3312 -0.4758 0.4485
C 2.5048 0.1369 0.9148
O 2.7194 1.3462 0.8349
C 3.3612 -0.9457 1.4116
C 4.6092 -0.9355 2.0156
C 5.1591 -2.1439 2.4112
C 4.4799 -3.3541 2.2016
C 3.2377 -3.3881 1.6031
C 2.6711 -2.1701 1.2079
H 5.1310 -0.0009 2.1781
H 6.1258 -2.1575 2.8968
H 4.9388 -4.2793 2.5253
H 2.7190 -4.3237 1.4383
```

Results of the Löwdin charge analysis, in e, for atoms 1 through 6:
1 Ir 1.394
2 C -0.020
3 C -0.023
4 C 0.013
5 C -0.198
6 N -0.021

***

# 5
C35H32NO3PV | ωB97M-V/def2-TZVPD

Properties
<S²>: 2.0506
LUMO (alpha / beta) (eV): 2.67 / 2.67
ΔE to the lowest compared entry with this formula, charge and spin (kcal/mol): 7.88
Total charge: -1
Largest force on an atom (eV/Å): 1.4
Electronic energy (eV): -79425.0799
Spin multiplicity: 3

Geometry as XYZ:
```
73
C35H32NO3PV ωB97M-V/def2-TZVPD
V 0.2502 0.1522 0.3533
C -5.5776 2.0690 -3.9215
C -4.4218 2.7424 -4.2903
C -3.2130 2.4648 -3.6680
C -3.1400 1.5066 -2.6589
C -4.3093 0.8293 -2.3037
C -5.5175 1.1090 -2.9195
P -1.6023 1.0305 -1.7526
C -0.4078 1.9406 -2.8028
C 0.0175 1.3106 -3.9708
C 0.8508 1.9644 -4.8638
C 1.2656 3.2612 -4.5995
C 0.8611 3.8883 -3.4301
C 0.0309 3.2319 -2.5333
C -1.7507 2.1106 -0.2770
C -2.7476 3.0633 -0.0851
C -2.8192 3.7442 1.1229
C -1.9007 3.4675 2.1273
C -0.9123 2.5112 1.9279
C -0.8145 1.8049 0.7291
H -6.5191 2.2881 -4.4098
H -4.4652 3.4941 -5.0696
H -2.3240 3.0058 -3.9658
H -4.2574 0.0797 -1.5208
H -6.4138 0.5766 -2.6251
H -0.3116 0.2969 -4.1755
H 1.1959 1.4574 -5.7563
H 1.9157 3.7746 -5.2973
H 1.2009 4.8941 -3.2114
H -0.2707 3.7138 -1.6110
H -3.4709 3.2715 -0.8649
H -3.5976 4.4812 1.2839
H -1.9734 3.9870 3.0767
H -0.2153 2.2963 2.7318
C -4.4339 -4.3751 2.1773
O -3.3593 -4.5476 3.0657
C -2.2676 -3.7329 2.8757
C -1.2282 -3.8720 3.7982
C -0.1061 -3.0881 3.6870
C 0.0618 -2.1110 2.6693
C 1.1878 -1.2403 2.6162
C 2.4248 -1.4546 3.4549
O 1.2375 -0.1518 1.8822
C -1.0129 -1.9990 1.7142
O -0.9631 -1.1702 0.6882
C -2.1456 -2.8185 1.8483
H -5.2130 -5.0628 2.5017
H -4.1517 -4.6134 1.1460
H -4.8225 -3.3516 2.2047
H -1.3272 -4.5916 4.6013
H 0.6617 -3.2064 4.4385
H 2.3075 -2.2135 4.2227
H 2.7010 -0.5069 3.9244
H 3.2558 -1.7466 2.8047
H -2.9148 -2.6870 1.0976
C 1.5766 -1.7447 -2.2046
C 2.4998 -0.5919 -2.4731
C 3.4532 -0.6435 -3.4743
C 4.3149 0.4221 -3.7002
C 4.2347 1.5411 -2.8825
C 3.3017 1.6308 -1.8639
C 3.2470 2.8164 -0.9414
C 2.3837 0.5702 -1.6572
N 1.4422 0.6399 -0.6895
H 1.7506 -2.5619 -2.9057
H 0.5325 -1.4263 -2.2777
H 1.7182 -2.1221 -1.1866
H 3.5243 -1.5366 -4.0880
H 5.0454 0.3759 -4.4993
H 4.9246 2.3643 -3.0449
H 3.7144 3.6925 -1.3944
H 3.7640 2.5961 -0.0029
H 2.2118 3.0387 -0.6814
```

Results of the Löwdin charge analysis, in e, for atoms 1 through 6:
1 V 0.833
2 C -0.106
3 C -0.092
4 C -0.081
5 C -0.366
6 C -0.110

***

> Which formula does entry 4 have?

C35H32IrN5O2

***

> The highest largest force on an atom belongs to which entry?

C35H31Cl5IrN11O3S3